# 1
98
Properties=species:S:1:pos:R:3:lowdin_charge:R:1 method="wB97M-V/def2-TZVPD" s_squared=12.028 lumo_ev="-0.4 / 0.3" e_tot_ha=-3173.6158 multiplicity=7 charge=0
Eu -0.65 0.19 0.62 2.03
C -3.11 1.00 -0.43 -0.31
C -3.20 1.02 0.99 -0.31
C -2.31 2.01 1.46 -0.36
C -1.68 2.63 0.34 -0.33
C -2.16 1.98 -0.83 -0.31
C -2.06 2.46 -2.26 -0.05
C -0.97 3.97 0.43 -0.05
C -2.25 2.50 2.89 -0.04
C -4.20 0.33 1.87 -0.03
C -4.12 0.43 -1.40 -0.05
H -1.81 1.64 -2.94 0.06
H -1.33 3.25 -2.39 0.05
H -3.03 2.85 -2.57 0.08
H -0.01 3.89 0.95 0.06
H -1.59 4.67 1.00 0.09
H -0.81 4.40 -0.56 0.06
H -1.31 3.02 3.08 0.06
H -2.35 1.67 3.59 0.08
H -3.07 3.20 3.09 0.09
H -3.72 -0.29 2.63 0.07
H -4.87 -0.31 1.30 0.07
H -4.82 1.07 2.39 0.08
H -3.63 0.08 -2.32 0.06
H -4.83 1.22 -1.67 0.09
H -4.70 -0.39 -0.99 0.06
C -3.36 -2.62 0.06 -0.07
C -2.60 -2.69 1.34 -0.42
C -2.78 -3.64 2.32 -0.09
C -1.89 -3.32 3.36 -0.09
C -1.22 -2.18 2.96 -0.41
C -0.15 -1.46 3.71 -0.06
N -1.64 -1.77 1.71 -0.07
H -4.43 -2.66 0.26 0.08
H -3.13 -3.47 -0.60 0.06
H -3.12 -1.69 -0.46 0.02
H -3.49 -4.45 2.29 0.09
H -1.75 -3.85 4.28 0.09
H -0.27 -1.61 4.79 0.08
H -0.20 -0.38 3.51 0.03
H 0.84 -1.83 3.44 0.06
C 1.15 -3.64 -4.41 -0.07
C -0.28 -4.04 -4.76 -0.40
C -0.87 -3.15 -5.85 -0.08
C -1.18 -4.04 -3.51 -0.11
N -0.99 -2.89 -2.68 -0.08
C -0.61 -2.84 -1.39 -0.09
N -0.59 -1.58 -1.03 -0.11
N -0.96 -0.87 -2.10 -0.01
N -1.19 -1.64 -3.08 0.11
H 1.81 -3.84 -5.24 0.08
H 1.51 -4.20 -3.55 0.08
H 1.21 -2.58 -4.19 0.06
H -0.27 -5.08 -5.12 0.14
H -0.97 -2.13 -5.49 0.06
H -1.85 -3.52 -6.16 0.08
H -0.22 -3.15 -6.72 0.08
H -0.98 -4.91 -2.89 0.14
H -2.23 -4.07 -3.82 0.13
H -0.39 -3.67 -0.76 0.16
S 3.42 -0.58 -2.85 1.07
C 2.20 -0.81 -1.64 -0.47
N 1.52 0.23 -1.31 -0.01
C 1.93 1.34 -2.00 -0.33
C 1.43 2.62 -1.83 -0.01
C 1.98 3.64 -2.58 -0.06
C 3.01 3.40 -3.49 -0.08
C 3.53 2.13 -3.66 -0.09
C 2.98 1.10 -2.91 -0.46
H 2.10 -1.77 -1.17 0.05
H 0.65 2.78 -1.10 0.08
H 1.61 4.65 -2.47 0.11
H 3.43 4.22 -4.05 0.10
H 4.34 1.95 -4.34 0.11
C 4.32 1.74 0.78 -0.06
C 3.83 2.36 2.09 -0.15
C 2.94 1.41 2.93 -0.29
C 2.51 2.18 4.20 -0.17
C 1.59 1.41 5.14 -0.07
C 3.79 0.21 3.33 -0.42
O 4.62 0.25 4.20 0.11
N 3.59 -0.92 2.59 0.21
C 2.59 -1.15 1.64 -0.56
O 2.58 -2.19 1.02 0.05
N 1.67 -0.18 1.47 0.04
C 1.74 1.00 2.09 -0.47
O 0.78 1.78 1.94 -0.06
H 4.94 2.45 0.24 0.08
H 3.47 1.49 0.15 0.06
H 4.90 0.84 0.97 0.08
H 3.27 3.27 1.88 0.12
H 4.69 2.63 2.71 0.13
H 2.03 3.10 3.89 0.12
H 3.43 2.43 4.74 0.12
H 0.61 1.26 4.69 0.05
H 1.45 1.99 6.05 0.08
H 2.00 0.44 5.41 0.08
H 4.17 -1.72 2.81 0.17



# 2
103
Properties=species:S:1:pos:R:3:lowdin_charge:R:1 method="wB97M-V/def2-TZVPD" s_squared=0.773 lumo_ev="2.1 / 2.0" e_tot_ha=-3871.5726 multiplicity=2 charge=-1
Cd 1.41 -1.19 2.29 1.18
C 1.13 5.10 1.31 -0.08
C 0.14 4.15 0.72 -0.25
C -1.04 4.57 0.21 0.04
C -1.97 3.62 -0.30 -0.22
N -1.72 2.36 -0.26 0.19
N -0.55 1.92 0.25 0.02
B -0.50 0.42 0.21 -0.64
N 0.32 -0.24 -0.78 0.03
N 0.88 0.62 -1.68 0.17
C 1.61 0.13 -2.63 -0.24
C 1.84 -1.26 -2.77 0.01
C 1.33 -2.13 -1.84 -0.29
C 1.67 -3.58 -1.85 -0.07
C 0.55 -1.61 -0.79 -0.65
S 0.03 -2.57 0.53 0.67
C 2.23 1.13 -3.61 -0.55
C 1.75 2.55 -3.30 -0.06
C 1.81 0.76 -5.04 -0.05
C 3.75 1.07 -3.48 -0.04
N -1.79 -0.23 0.62 -0.05
N -2.51 -0.74 -0.39 0.18
C -3.63 -1.32 -0.10 -0.23
C -4.10 -1.41 1.24 0.05
C -3.37 -0.90 2.25 -0.25
C -3.77 -1.01 3.69 -0.07
C -2.12 -0.27 1.93 -0.68
S -1.03 0.32 3.06 0.68
C -4.42 -1.93 -1.26 -0.55
C -4.59 -3.43 -1.00 -0.04
C -3.68 -1.73 -2.58 -0.06
C -5.79 -1.24 -1.33 -0.04
C 0.44 2.74 0.71 -0.68
S 1.90 2.13 1.24 0.69
C -3.28 4.05 -0.95 -0.55
C -2.95 4.82 -2.23 -0.04
C -4.14 2.83 -1.29 -0.07
C -4.07 4.96 0.01 -0.05
H 0.70 6.10 1.39 0.08
H 2.03 5.14 0.71 0.08
H 1.43 4.75 2.30 0.07
H -1.29 5.62 0.22 0.12
H 2.49 -1.63 -3.55 0.11
H 2.21 -3.84 -2.77 0.08
H 0.78 -4.20 -1.76 0.07
H 2.30 -3.82 -0.99 0.08
H 0.67 2.63 -3.39 0.08
H 2.22 3.25 -4.01 0.08
H 2.02 2.84 -2.28 0.07
H 0.72 0.74 -5.12 0.09
H 2.18 -0.22 -5.33 0.07
H 2.19 1.50 -5.74 0.08
H 4.05 1.31 -2.46 0.09
H 4.22 1.79 -4.16 0.08
H 4.13 0.07 -3.72 0.08
H -5.03 -1.93 1.45 0.12
H -4.72 -1.53 3.78 0.08
H -3.85 -0.02 4.14 0.08
H -2.99 -1.53 4.24 0.08
H -3.62 -3.90 -0.82 0.09
H -5.06 -3.91 -1.86 0.08
H -5.22 -3.62 -0.12 0.08
H -2.71 -2.22 -2.56 0.09
H -3.51 -0.67 -2.78 0.08
H -4.28 -2.16 -3.39 0.08
H -6.37 -1.41 -0.42 0.08
H -6.36 -1.64 -2.17 0.08
H -5.67 -0.17 -1.47 0.08
H -2.39 4.18 -2.92 0.09
H -2.35 5.71 -2.02 0.08
H -3.87 5.13 -2.73 0.08
H -3.61 2.15 -1.95 0.08
H -5.06 3.16 -1.79 0.08
H -4.41 2.27 -0.39 0.08
H -3.50 5.86 0.27 0.07
H -4.31 4.43 0.93 0.09
H -5.00 5.28 -0.46 0.08
O 0.70 -2.46 4.08 -0.29
N 1.80 -2.79 4.73 -0.25
C 1.94 -4.07 5.12 -0.04
C 3.04 -4.50 5.82 -0.07
C 4.05 -3.58 6.10 -0.09
C 3.91 -2.28 5.67 -0.11
C 2.78 -1.86 4.96 -0.71
S 2.60 -0.25 4.37 0.51
H 1.13 -4.71 4.83 0.13
H 3.11 -5.54 6.10 0.10
H 4.94 -3.88 6.64 0.10
H 4.68 -1.55 5.83 0.10
C 5.23 -0.73 1.51 -0.02
C 4.32 -1.54 0.61 -0.52
C 4.96 -1.79 -0.75 -0.02
O 3.07 -0.85 0.42 -0.14
C 4.01 -2.88 1.34 -0.65
O 4.81 -3.80 1.16 0.00
O 2.99 -2.88 2.09 -0.14
H 5.47 0.24 1.05 0.09
H 6.16 -1.27 1.68 0.09
H 4.75 -0.55 2.48 0.04
H 5.16 -0.83 -1.25 0.07
H 4.30 -2.39 -1.38 0.07
H 5.89 -2.33 -0.62 0.08
H 3.23 0.10 0.29 0.02



Energy above the lowest of the compared OMol25 structures with the same formula, charge and spin values (in kJ/mol) by entry order: 46.8; 6.8.
Strongest force on any atom values (in eV Å⁻¹) by entry order: 1.78; 0.59.